No. 1
Molecular formula: C5H8Cl4Si
Method: DFT, ωB97M-V/def2-TZVPD

Geometry as XYZ:
```
18
Properties=species:S:1:pos:R:3:lowdin_charge:R:1
Cl -1.809 2.000 -1.191 0.53
Cl 2.794 1.936 -0.452 0.62
Cl -4.060 0.807 0.171 0.49
Cl -0.067 -3.264 -0.270 0.55
Si -1.298 -0.031 1.062 0.52
C 1.349 2.376 0.267 -0.51
C 1.458 -2.379 -0.541 -0.57
C 0.353 -0.281 0.319 -0.18
C 1.329 -0.910 -0.249 -0.30
C -2.407 0.521 -0.424 -1.25
H 1.739 -2.533 -1.583 0.07
H 2.208 -2.829 0.112 0.08
H -1.990 -1.210 1.595 -0.03
H -2.488 -0.220 -1.219 0.02
H 1.355 2.515 1.330 0.01
H 2.222 -0.354 -0.576 0.03
H 0.583 2.779 -0.364 -0.05
H -1.272 1.077 2.014 -0.03
```

Summary:
- LUMO energy (alpha / beta) (eV) = -0.4 / 0.0
- ΔE to the lowest compared entry with this formula, charge and spin (kJ/mol) = 533.3
- charge = 0
- gap between HOMO and LUMO (alpha / beta) (eV) = 8.0 / 8.6
- highest occupied orbital energy (alpha / beta) (eV) = -8.482 / -8.641
- total energy (eV) = -63278.04331
- multiplicity = 1

=====

No. 2
Molecular formula: C16H3Cl60F3O2PS
Method: DFT, ωB97M-V/def2-TZVPD

Geometry as XYZ:
```
86
Properties=species:S:1:pos:R:3:lowdin_charge:R:1
Cl -4.105 3.457 -0.324 0.45
Cl -5.584 5.698 0.771 0.52
Cl -8.083 -6.109 -3.563 0.51
Cl -9.010 -3.373 -3.297 0.51
Cl 8.081 7.131 6.442 0.55
Cl -1.499 0.649 5.014 0.52
Cl 1.375 -5.778 -0.413 0.52
Cl 1.944 5.110 8.079 0.55
Cl -4.727 -3.693 -6.830 0.50
Cl -2.731 -1.687 -0.639 0.50
Cl 0.510 3.957 5.838 0.49
Cl -6.169 -7.187 -11.962 0.50
Cl -0.626 6.588 3.459 0.51
Cl 6.862 4.546 6.932 0.51
Cl -10.237 -5.137 -5.244 0.50
Cl 2.822 5.656 5.370 0.51
Cl 2.560 -0.984 10.423 0.55
Cl 0.813 -3.278 -10.006 0.47
Cl -4.949 -9.600 -13.012 0.52
Cl -0.227 -6.534 -2.710 0.53
Cl -4.355 0.387 0.559 0.52
Cl 5.647 4.450 12.685 0.55
Cl 6.451 5.887 4.391 0.54
Cl -1.204 0.035 -2.694 0.45
Cl 2.937 -0.795 7.552 0.49
Cl -6.268 -2.647 -9.054 0.52
Cl -1.066 -3.705 -12.174 0.53
Cl -10.689 -5.566 -2.412 0.52
Cl 0.649 -1.034 -8.236 0.46
Cl -6.268 4.648 -1.844 0.54
Cl -1.002 -1.283 7.117 0.57
Cl -2.524 0.399 -5.253 0.53
Cl -5.835 -9.505 -10.252 0.52
Cl 0.936 7.015 1.054 0.56
Cl 1.716 -4.393 -2.939 0.52
Cl -1.905 -4.087 -9.424 0.50
Cl 1.000 -0.828 5.069 0.51
Cl 5.171 3.483 9.992 0.42
Cl 1.102 4.488 2.465 0.45
Cl 7.639 4.873 10.621 0.53
Cl 3.417 -1.132 -9.093 0.52
Cl -0.700 -3.998 -1.384 0.47
Cl -1.559 0.937 -0.028 0.46
Cl -3.518 -7.970 -11.085 0.50
Cl -7.477 -4.532 -7.212 0.50
Cl 0.346 6.809 6.357 0.53
Cl 0.370 0.243 -5.127 0.48
Cl 5.120 -1.673 9.249 0.55
Cl -0.069 -5.966 -10.654 0.52
Cl -1.474 -2.189 4.404 0.52
Cl -1.233 -2.123 -4.639 0.51
Cl 5.134 6.333 10.540 0.52
Cl -1.311 5.188 1.011 0.53
Cl -5.422 -5.421 -9.056 0.49
Cl 2.557 0.894 -7.201 0.49
Cl 1.702 1.036 -9.971 0.54
Cl -6.850 3.098 0.537 0.52
Cl 9.054 4.785 5.044 0.55
Cl 4.252 1.096 9.308 0.45
Cl -2.271 -0.911 2.104 0.47
S 4.812 0.910 4.176 0.64
P 2.909 1.953 3.939 0.97
F 5.919 3.359 3.589 -0.01
F 7.003 1.541 2.842 0.11
F 7.037 1.989 5.107 0.08
O 4.812 -0.109 3.056 -0.33
O 4.880 0.145 5.457 -0.35
C 6.278 2.049 3.937 -0.50
C 0.541 -5.177 -1.862 -2.02
C 3.717 -0.592 9.135 -1.98
C 5.898 4.786 10.961 -2.00
C 0.022 5.821 1.995 -1.99
C -9.505 -5.047 -3.628 -2.03
C -1.147 -0.361 -4.428 -1.98
C 1.405 5.385 6.411 -1.99
C -0.748 -0.914 5.402 -1.96
C -2.731 -0.323 0.490 -1.94
C -5.702 4.226 -0.215 -2.02
C 2.080 -0.059 -8.626 -1.99
C -5.118 -8.566 -11.578 -2.03
C 7.613 5.587 5.703 -2.00
C -5.973 -4.074 -8.039 -2.02
C -0.556 -4.259 -10.566 -2.01
H 2.707 2.041 2.525 0.02
H 1.875 1.167 4.562 -0.09
H 3.092 3.255 4.505 -0.08
```

Summary:
- LUMO energy (eV) = -5.4
- charge = +1
- gap between HOMO and LUMO (eV) = 6.3
- highest occupied orbital energy (eV) = -11.743
- total energy (eV) = -800340.35537
- multiplicity = 1

=====

No. 3
Molecular formula: C19H43F4Mg2N5O11P2
Method: DFT, ωB97M-V/def2-TZVPD

Geometry as XYZ:
```
86
Properties=species:S:1:pos:R:3:lowdin_charge:R:1
P 2.695 -3.382 2.289 0.47
P 0.897 -1.476 -0.727 0.48
Mg 0.445 -4.660 0.155 1.15
Mg 1.941 -0.054 2.156 0.64
F 4.261 -3.708 2.146 -0.09
F 2.277 -4.061 3.674 -0.09
F -0.394 -0.663 -1.236 -0.11
F 1.883 -1.417 -2.043 -0.12
O 3.719 0.342 1.331 -0.06
O 2.517 -1.858 2.464 -0.30
O -4.912 -0.490 2.891 0.01
O 2.347 3.088 -3.011 -0.08
O 2.134 -4.133 1.063 -0.35
O 1.545 -0.778 0.444 -0.30
O 0.139 -0.568 2.858 -0.07
O 1.069 1.463 1.405 -0.06
O -1.653 -4.584 -1.103 -0.11
O 0.438 4.451 -2.586 0.08
O 0.433 -2.925 -0.544 -0.37
N -3.070 -4.119 -2.762 -0.15
N -1.262 -1.510 4.577 -0.17
N -4.110 -0.556 0.731 -0.19
N -0.246 3.297 0.739 -0.16
N 5.072 1.507 -0.157 -0.13
C 6.439 2.031 -0.558 0.02
C -4.493 -3.947 -3.079 -0.03
C -4.472 -1.905 0.344 -0.05
C -0.761 -1.319 3.297 -0.21
C -2.092 -3.179 -3.490 0.03
C -1.109 2.621 -0.207 -0.01
C -4.209 -0.026 1.985 -0.31
C 4.002 1.397 -1.132 -0.02
C -2.394 -2.387 4.872 0.00
C -0.599 -0.835 5.667 -0.03
C 1.863 2.518 -4.252 -0.21
C -3.623 0.242 -0.382 -0.05
C -0.675 4.588 1.035 -0.06
C -2.704 -4.881 -1.722 -0.27
C 4.787 0.904 0.984 -0.25
C 0.773 2.678 1.361 -0.20
C 2.442 4.770 -1.266 0.03
C 1.227 1.185 -4.162 -0.07
C 1.590 4.090 -2.340 -0.44
H -2.540 0.117 -0.358 0.05
H 0.416 1.031 -3.449 0.07
H 0.904 0.918 -5.168 0.09
H -5.375 -2.014 -0.257 0.09
H -3.907 -0.253 -1.310 0.10
H 7.137 2.155 0.270 0.09
H -4.580 -3.846 -4.161 0.10
H -0.274 5.262 0.278 0.10
H 3.774 0.360 -1.375 0.10
H -2.696 -2.799 3.909 0.08
H 3.313 5.184 -1.774 0.10
H -1.877 2.018 0.277 0.06
H -3.459 -5.607 -1.383 0.16
H 1.148 3.268 -4.588 0.12
H 3.120 1.860 -0.690 0.07
H 1.356 3.366 1.993 0.16
H -1.673 3.323 -0.821 0.11
H -0.462 2.000 -0.826 0.09
H -5.242 -4.612 -2.648 0.11
H 2.758 2.412 -4.864 0.13
H 6.938 1.409 -1.302 0.10
H 1.853 5.560 -0.799 0.08
H -1.424 -1.696 2.503 0.15
H -4.678 -2.472 1.252 0.09
H -1.924 -3.132 5.514 0.10
H -3.601 1.327 -0.273 0.08
H -2.536 -2.227 -3.780 0.09
H -3.598 0.885 2.083 0.13
H -1.170 -0.084 6.212 0.11
H -1.112 -3.089 -3.022 0.07
H -3.648 -2.339 -0.221 0.07
H 4.252 2.051 -1.968 0.09
H 2.622 3.937 -0.587 0.06
H 0.246 -0.271 5.271 0.09
H -2.036 -3.648 -4.472 0.10
H 5.649 1.002 1.662 0.16
H -0.231 5.007 1.938 0.10
H 1.975 0.444 -3.881 0.06
H -4.701 -2.936 -2.727 0.08
H -1.752 4.647 1.195 0.12
H -3.178 -1.720 5.229 0.11
H -0.261 -1.584 6.382 0.10
H 6.318 3.033 -0.970 0.09
```

Summary:
- LUMO energy (eV) = -6.6
- charge = +2
- gap between HOMO and LUMO (eV) = 6.9
- highest occupied orbital energy (eV) = -13.517
- total energy (eV) = -90711.00415
- multiplicity = 1

=====

No. 4
Molecular formula: C4H6ClNS
Method: DFT, ωB97M-V/def2-TZVPD

Geometry as XYZ:
```
13
Properties=species:S:1:pos:R:3:lowdin_charge:R:1
Cl -2.236 1.332 0.126 0.60
S 2.599 -0.552 -0.593 0.75
N -0.136 -1.511 0.174 -0.04
C -0.776 -0.899 1.389 -0.17
C -0.087 -0.123 -0.540 -0.42
C -0.714 0.525 0.647 -0.61
C 1.312 0.308 -0.883 -0.64
H -0.125 1.236 1.073 0.06
H -0.223 -1.243 2.321 0.11
H 1.411 1.284 -1.439 0.08
H -1.986 -1.179 1.492 0.14
H 0.482 -2.251 0.399 0.06
H -0.587 0.044 -1.400 0.08
```

Summary:
- LUMO energy (eV) = -0.3
- ΔE to the lowest compared entry with this formula, charge and spin (kJ/mol) = 268.1
- charge = 0
- gap between HOMO and LUMO (eV) = 8.5
- structure (SMILES) = S=C[C@H]1NC[C@@H]1Cl
- highest occupied orbital energy (eV) = -8.870
- total energy (eV) = -29089.96459
- multiplicity = 1

=====

No. 5
Molecular formula: C19H30N6O4
Method: DFT, ωB97M-V/def2-TZVPD

Geometry as XYZ:
```
59
Properties=species:S:1:pos:R:3:lowdin_charge:R:1
O -2.190 0.087 -2.101 -0.01
O 6.265 -0.174 -1.387 0.08
O 2.402 -2.427 -0.636 0.07
O -3.221 -0.610 -0.214 0.08
N 4.584 1.038 -0.449 0.00
N -2.966 1.605 -0.639 -0.04
N 4.305 -1.224 -0.967 0.21
N 1.301 0.257 0.522 0.05
N -0.903 2.226 0.694 -0.19
N 2.612 2.057 0.525 0.20
C -2.813 0.282 -0.921 -0.55
C -2.098 2.690 1.371 -0.15
C -0.586 -3.961 0.569 -0.10
C -2.203 2.621 -1.325 -0.11
C -3.377 -1.733 -3.214 -0.06
C 5.134 -0.115 -0.962 -0.47
C 0.177 -0.620 0.739 -0.12
C -0.776 -3.674 2.053 -0.26
C 0.331 2.384 1.435 -0.10
C -2.094 -1.267 -2.543 -0.21
C 5.356 2.259 -0.401 -0.01
C 1.420 1.566 0.828 -0.27
C 2.511 -0.125 -0.008 -0.06
C -0.824 2.764 -0.653 -0.14
C 0.275 -1.331 2.090 -0.15
C -3.303 1.980 0.720 -0.11
C 3.301 1.018 0.009 -0.22
C 2.986 -1.367 -0.536 -0.40
C -0.964 -2.190 2.374 -0.20
H 5.447 2.596 0.632 0.09
H 4.855 3.034 -0.981 0.09
H -2.207 3.785 1.301 0.12
H 0.157 2.042 2.461 0.13
H -1.866 -1.906 -1.684 0.10
H 4.733 -2.058 -1.355 0.17
H 0.358 -3.564 0.205 0.05
H -4.192 -1.728 -2.495 0.08
H 1.171 -1.954 2.105 0.12
H -4.179 2.635 0.709 0.12
H 6.338 2.047 -0.819 0.09
H -1.661 -4.209 2.405 0.10
H -0.510 3.823 -0.651 0.13
H -1.403 -3.525 -0.002 0.06
H 0.385 -0.572 2.869 0.11
H 0.684 3.428 1.473 0.13
H -1.217 -2.106 3.433 0.11
H -1.812 -1.806 1.802 0.10
H -3.554 1.061 1.253 0.12
H -2.041 2.424 2.427 0.12
H -3.631 -1.077 -4.043 0.08
H 0.173 -1.355 -0.066 0.12
H -0.732 -0.020 0.698 0.11
H -2.100 2.354 -2.375 0.12
H -0.585 -5.035 0.394 0.07
H -1.256 -1.274 -3.242 0.13
H -3.244 -2.744 -3.588 0.08
H 0.083 -4.057 2.610 0.11
H -2.768 3.554 -1.252 0.13
H -0.072 2.189 -1.199 0.12
```

Summary:
- LUMO energy (eV) = 0.6
- ΔE to the lowest compared entry with this formula, charge and spin (kJ/mol) = 9.4
- charge = 0
- gap between HOMO and LUMO (eV) = 9.0
- structure (SMILES) = CCCCCn1c(CN2CCN(C(=O)OCC)CC2)nc2c1c(=O)[nH]c(=O)n2C
- highest occupied orbital energy (eV) = -8.340
- total energy (eV) = -37323.24624
- multiplicity = 1